{"formula": "C24H21MoN5O7", "method": "ωB97M-V/def2-TZVPD", "symbols": ["O", "C", "O", "C", "H", "H", "N", "C", "H", "H", "C", "H", "C", "C", "H", "H", "C", "C", "O", "C", "H", "O", "H", "C", "H", "N", "C", "C", "C", "N", "C", "C", "Mo", "C", "H", "N", "N", "H", "H", "H", "C", "C", "C", "H", "H", "H", "H", "O", "O", "C", "C", "C", "H", "C", "H", "O", "H", "C"], "positions_angstrom": [[0.62605, 1.67521, -0.10323], [4.15432, -0.46867, 0.64555], [2.27997, 3.03530, -0.70383], [2.84252, -0.28444, 1.06691], [4.38463, -1.25365, -0.05968], [0.80537, -0.62775, -4.19892], [0.49924, -1.05845, 0.96810], [-1.61640, -2.07204, 1.37203], [-0.13475, 1.42012, -4.19745], [-3.50313, -2.96662, 1.82390], [-1.85011, -4.28770, 2.23835], [6.16317, 0.26828, 0.85369], [4.74773, 1.36885, 2.03904], [-1.84023, 0.98759, -2.94534], [-4.67061, 4.20857, 1.74487], [-0.26452, 2.38608, -2.72081], [1.78202, -1.21989, 0.52654], [3.40902, 1.46181, 2.40032], [-0.53175, -1.80577, -1.38108], [-3.89897, 3.51389, 1.44102], [-4.98536, 1.70863, 2.00292], [-2.65103, 1.07488, -3.83376], [1.42047, -3.53221, 1.75999], [-0.22366, -2.21282, 1.35381], [1.64374, -1.23944, -2.76146], [-2.05451, -0.81042, 0.90233], [-0.38095, 1.37995, -3.13314], [-4.09134, 2.14858, 1.58568], [1.60330, 2.05895, -0.90143], [-1.93138, 1.75761, 0.66122], [-2.70613, 3.97902, 0.91425], [5.12854, 0.37806, 1.15106], [-0.73012, 0.19637, -0.25935], [-3.07957, 1.30469, 1.18118], [-1.38336, -1.39712, -3.17861], [0.52108, 0.47733, -2.40295], [2.46990, 0.64762, 1.93881], [2.52606, 0.39060, -1.82094], [-0.22793, -2.72935, -3.20772], [5.46822, 2.06042, 2.45385], [-2.43292, -3.09794, 1.81581], [0.34647, -3.40668, 1.77561], [-0.42046, -1.73485, -2.80187], [2.17926, 1.71634, -2.94174], [-0.77672, 3.36864, 0.12761], [-0.02209, -5.36701, 2.54352], [-2.48110, -5.09721, 2.57961], [-2.09870, 0.57613, -1.72756], [-4.11817, -0.68133, 1.95091], [-1.73443, 3.07018, 0.52834], [0.71494, -0.79363, -3.11985], [-3.16919, -0.19077, 1.37601], [3.08278, 2.22512, 3.09729], [1.78577, 1.14490, -2.09676], [-2.51136, 5.03510, 0.79594], [2.10404, -2.06989, -0.31147], [0.30495, -2.18008, -1.02372], [-0.47259, -4.43907, 2.21665]], "forces_ev_per_a": [[-0.02, 0.05, 0.20], [0.02, 0.15, -0.01], [0.11, -0.05, -0.09], [-0.17, -0.15, -0.21], [-0.01, -0.03, 0.00], [0.00, 0.01, 0.02], [-0.18, 0.09, 0.31], [-0.11, 0.09, -0.03], [0.00, -0.02, 0.02], [-0.01, 0.01, 0.00], [-0.03, 0.02, 0.00], [0.00, 0.00, 0.00], [0.01, -0.01, 0.00], [-0.11, -0.11, 0.21], [0.00, 0.01, 0.00], [-0.02, 0.00, -0.01], [0.24, 0.11, -0.09], [0.00, -0.02, 0.00], [0.02, 0.22, 0.22], [-0.12, -0.04, 0.06], [-0.02, 0.03, 0.01], [0.07, 0.06, -0.04], [0.01, 0.00, 0.00], [0.09, 0.15, -0.04], [-0.02, -0.01, 0.00], [0.38, 0.24, 0.03], [0.08, 0.14, -0.15], [0.08, 0.04, -0.05], [-0.35, -0.01, 0.30], [0.12, -0.13, 0.09], [0.18, -0.02, -0.08], [-0.02, 0.00, 0.00], [0.13, -0.53, -1.18], [0.02, -0.15, -0.03], [0.02, 0.00, 0.01], [-0.17, 0.04, 0.34], [0.02, -0.01, 0.08], [0.01, 0.02, 0.02], [0.02, 0.01, 0.03], [0.01, 0.00, -0.01], [0.03, -0.12, 0.02], [-0.06, -0.07, 0.03], [-0.11, -0.09, -0.08], [-0.02, -0.02, 0.01], [-0.02, 0.03, 0.01], [-0.01, -0.01, 0.01], [0.00, -0.01, 0.01], [-0.01, 0.06, 0.06], [0.02, -0.05, 0.00], [-0.18, 0.02, 0.09], [0.08, 0.05, -0.10], [-0.12, 0.20, 0.05], [-0.02, 0.00, 0.00], [0.20, -0.05, -0.10], [-0.03, 0.01, 0.02], [-0.13, -0.04, 0.08], [0.02, -0.17, 0.03], [0.05, 0.05, -0.02]], "s_squared": 2.01, "homo_energy_ev": [-7.34, -7.83], "orbital_gap_ev": [6.906, 7.007], "lumo_ha": [-0.01595, -0.03026], "multiplicity": 3, "e_tot_ha": -1795.9778}